1.
Formula: C31H41GeN3O6OsS
Source: OMol25
Level of theory: ωB97M-V/def2-TZVPD

Calculated values
Energy above the lowest of the compared OMol25 structures with the same formula, charge and spin, kcal per mole: 49.7
E_HOMO, eV: -0.20
Charge: -2

Last column: Mulliken charge in e.
Element x y z (Å)
Os (-0.52, 1.08, -0.25)  1.11
C (1.24, -0.25, 3.63)  -1.62
C (1.69, 1.14, 3.29)  1.70
C (2.89, 1.62, 3.80)  -0.84
C (3.34, 2.90, 3.52)  -0.91
C (2.56, 3.73, 2.73)  -0.59
C (1.35, 3.29, 2.21)  1.50
C (0.52, 4.28, 1.43)  -1.53
C (0.93, 1.98, 2.46)  -1.00
N (-0.24, 1.47, 1.82)  1.03
C (-1.24, 1.04, 2.61)  -0.29
O (-1.43, 1.25, 3.81)  -0.81
C (-2.21, 0.14, 1.86)  0.57
C (-3.18, -0.64, 2.46)  -0.93
C (-3.90, -1.53, 1.67)  -0.70
C (-3.62, -1.63, 0.31)  -0.39
C (-2.65, -0.83, -0.23)  -0.10
N (-1.99, 0.04, 0.55)  1.20
C (-2.16, -0.90, -1.66)  -0.06
O (-2.72, -1.66, -2.44)  -0.81
N (-1.10, -0.10, -1.90)  1.07
C (-0.54, -0.14, -3.21)  -0.72
C (-1.25, 0.38, -4.29)  1.53
C (-2.62, 0.96, -4.11)  -1.47
C (-0.67, 0.35, -5.56)  -1.00
C (0.59, -0.20, -5.75)  -0.85
C (1.28, -0.72, -4.67)  -1.21
C (0.73, -0.70, -3.39)  0.84
C (1.48, -1.29, -2.23)  -0.56
H (2.07, -0.81, 4.07)  0.44
H (0.88, -0.82, 2.77)  0.23
H (0.43, -0.21, 4.36)  0.28
H (3.48, 0.97, 4.44)  0.33
H (4.29, 3.25, 3.92)  0.35
H (2.89, 4.74, 2.50)  0.38
H (1.07, 4.63, 0.56)  0.24
H (0.28, 5.14, 2.07)  0.51
H (-0.41, 3.84, 1.10)  -0.17
H (-3.33, -0.55, 3.53)  0.56
H (-4.65, -2.16, 2.12)  0.41
H (-4.11, -2.35, -0.34)  0.60
H (-2.67, 1.59, -3.21)  0.18
H (-3.35, 0.16, -3.99)  0.29
H (-2.90, 1.57, -4.97)  0.44
H (-1.22, 0.76, -6.40)  0.36
H (1.03, -0.21, -6.74)  0.37
H (2.27, -1.14, -4.80)  0.36
H (2.47, -1.61, -2.54)  0.46
H (0.95, -2.14, -1.78)  0.28
H (1.60, -0.55, -1.43)  -0.57
C (1.18, -5.63, 0.03)  -1.39
Ge (0.25, -4.42, 1.33)  0.03
C (1.10, -5.00, 3.05)  -1.34
C (-1.62, -5.07, 1.42)  -1.23
C (0.32, -2.59, 1.02)  -0.36
H (1.17, -6.68, 0.34)  0.37
H (2.23, -5.32, -0.06)  0.36
H (0.72, -5.54, -0.95)  0.37
H (1.21, -6.08, 3.13)  0.36
H (0.51, -4.63, 3.89)  0.36
H (2.09, -4.54, 3.12)  0.35
H (-1.66, -6.16, 1.55)  0.38
H (-2.15, -4.81, 0.51)  0.32
H (-2.13, -4.60, 2.27)  0.33
H (-0.57, -2.09, 0.67)  -0.34
H (1.26, -2.11, 0.76)  0.34
C (3.61, 1.29, 0.04)  -0.52
S (2.76, 2.23, -1.20)  1.15
O (2.96, 3.63, -0.89)  -0.73
O (3.28, 1.80, -2.48)  -0.74
O (1.34, 1.84, -1.04)  -0.86
H (4.66, 1.56, 0.01)  0.41
H (3.48, 0.23, -0.18)  0.22
H (3.18, 1.52, 1.01)  -0.05
C (-0.54, 3.48, -2.49)  -0.53
O (-1.69, 3.31, -1.66)  -0.44
C (-1.60, 2.56, -0.52)  0.58
C (-2.82, 2.93, 0.29)  -1.45
H (0.32, 3.78, -1.90)  0.11
H (-0.81, 4.27, -3.20)  0.32
H (-0.30, 2.56, -3.03)  0.14
H (-2.96, 4.02, 0.28)  0.38
H (-2.74, 2.60, 1.33)  0.20
H (-3.70, 2.48, -0.16)  0.38

***

2.
Formula: C31H42ClF7NO27PS3
Source: OMol25
Level of theory: ωB97M-V/def2-TZVPD

Calculated values
SMILES: NCCCC[C@]1([PH2]=S)OS(=O)(=O)O[C@H]1CCCCS(=O)(=O)Cl.O=C1OC[C@@H](F)O1.O=C1OC[C@@H](F)O1.O=C1OC[C@@H](F)O1.O=C1OC[C@@H](F)O1.O=C1OC[C@@H](F)O1.O=C1OC[C@@H](F)O1.O=C1OC[C@@H](F)O1
E_HOMO, eV: -8.30

Last column: Mulliken charge in e.
Element x y z (Å)
N (-2.68, 3.88, 0.40)  -0.40
C (-2.81, 3.54, -1.04)  -0.87
C (-1.47, 2.93, -1.49)  0.83
C (-1.53, 2.10, -2.79)  -1.42
C (-1.58, 0.57, -2.56)  -1.44
C (-0.33, -0.03, -1.79)  1.29
P (-1.22, -0.83, -0.34)  -0.23
S (-2.29, 0.42, 0.70)  -0.28
O (0.71, 0.89, -1.47)  0.49
S (1.66, 1.17, -2.77)  1.12
O (3.00, 0.87, -2.37)  -0.53
O (1.60, 2.49, -3.29)  -0.64
O (0.97, 0.07, -3.71)  -0.66
C (0.34, -0.94, -2.85)  -1.30
C (1.53, -1.89, -2.48)  -0.18
C (1.52, -2.51, -1.07)  -1.42
C (2.15, -1.61, 0.01)  0.40
C (3.64, -1.34, -0.21)  -0.47
S (4.14, 0.11, 0.76)  1.03
O (4.68, -0.31, 2.02)  -0.65
O (3.04, 1.02, 0.95)  -0.47
Cl (5.56, 1.15, -0.30)  -0.23
H (-1.64, 3.93, 0.59)  0.04
H (-2.98, 4.83, 0.56)  0.26
H (-2.93, 4.49, -1.58)  0.35
H (-3.65, 2.86, -1.24)  0.32
H (-0.81, 3.78, -1.70)  0.29
H (-0.98, 2.40, -0.67)  -0.55
H (-0.76, 2.35, -3.51)  0.35
H (-2.48, 2.36, -3.29)  0.68
H (-2.52, 0.30, -2.06)  0.79
H (-1.64, 0.11, -3.56)  0.38
H (-1.94, -1.88, -0.96)  -0.11
H (-0.31, -1.46, 0.52)  -0.10
H (-0.30, -1.56, -3.47)  0.99
H (2.52, -1.45, -2.64)  0.09
H (1.49, -2.73, -3.19)  0.42
H (2.16, -3.40, -1.12)  0.61
H (0.54, -2.89, -0.77)  0.23
H (1.61, -0.67, 0.17)  -0.37
H (2.07, -2.16, 0.96)  0.43
H (3.94, -1.13, -1.24)  -0.03
H (4.26, -2.17, 0.16)  0.63
C (4.08, 5.23, -1.76)  -0.05
C (5.49, 4.91, -1.34)  0.50
O (6.02, 6.18, -1.03)  -0.36
C (4.97, 6.96, -0.62)  0.60
O (5.07, 7.98, -0.04)  -0.49
O (3.79, 6.38, -0.96)  -0.32
F (6.21, 4.37, -2.36)  -0.29
H (4.02, 5.50, -2.82)  0.22
H (3.38, 4.42, -1.56)  -0.06
H (5.56, 4.26, -0.46)  0.24
C (6.06, -2.45, -5.21)  -0.43
C (5.85, -2.73, -3.74)  0.27
O (4.45, -2.91, -3.66)  -0.19
C (4.05, -3.40, -4.88)  0.60
O (3.00, -3.91, -5.08)  -0.50
O (5.02, -3.22, -5.81)  -0.33
F (6.20, -1.66, -2.97)  -0.27
H (5.92, -1.39, -5.45)  0.30
H (7.04, -2.77, -5.56)  0.29
H (6.36, -3.62, -3.37)  0.26
C (-3.62, -2.13, 2.33)  0.47
C (-5.09, -1.94, 2.08)  0.26
O (-5.16, -1.85, 0.67)  -0.24
C (-4.12, -2.57, 0.18)  0.63
O (-4.02, -2.93, -0.95)  -0.62
O (-3.22, -2.85, 1.15)  -0.23
F (-5.55, -0.79, 2.62)  -0.25
H (-3.07, -1.19, 2.38)  -0.51
H (-3.41, -2.71, 3.23)  0.37
H (-5.72, -2.77, 2.42)  0.26
C (1.91, -1.42, 4.11)  0.12
C (1.63, -1.56, 5.58)  0.35
O (0.25, -1.90, 5.60)  -0.30
C (-0.01, -2.55, 4.44)  0.58
O (-0.98, -3.20, 4.23)  -0.56
O (0.99, -2.38, 3.54)  -0.29
F (1.80, -0.39, 6.24)  -0.28
H (1.67, -0.43, 3.73)  -0.17
H (2.94, -1.67, 3.85)  0.29
H (2.20, -2.34, 6.08)  0.25
C (-4.83, -6.13, -3.08)  -0.33
C (-6.10, -5.41, -2.69)  0.52
O (-7.03, -6.47, -2.57)  -0.34
C (-6.32, -7.58, -2.22)  0.62
O (-6.79, -8.58, -1.79)  -0.49
O (-4.99, -7.39, -2.43)  -0.33
F (-6.52, -4.56, -3.66)  -0.29
H (-4.77, -6.28, -4.16)  0.29
H (-3.94, -5.61, -2.74)  0.19
H (-6.03, -4.88, -1.74)  0.16
C (1.12, 3.25, 2.08)  -0.26
C (-0.17, 4.02, 2.06)  0.58
O (-1.11, 3.03, 2.40)  -0.11
C (-0.48, 2.12, 3.18)  0.49
O (-1.00, 1.30, 3.86)  -0.66
O (0.87, 2.27, 3.09)  -0.30
F (-0.43, 4.51, 0.78)  -0.28
H (1.33, 2.76, 1.13)  -0.08
H (1.98, 3.87, 2.35)  0.40
H (-0.23, 4.84, 2.78)  0.28
C (-3.81, 2.21, 6.02)  -0.51
C (-2.83, 1.64, 5.00)  0.12
O (-2.87, 2.64, 4.00)  0.15
C (-3.15, 3.82, 4.61)  0.43
O (-2.97, 4.88, 4.09)  -0.54
O (-3.63, 3.62, 5.86)  -0.36
F (-3.27, 0.47, 4.48)  -0.23
H (-4.84, 1.95, 5.80)  0.30
H (-3.57, 1.91, 7.04)  0.30
H (-1.83, 1.52, 5.38)  0.45

***

3.
Formula: C31H42IN6RuSi2
Source: OMol25
Level of theory: ωB97M-V/def2-TZVPD

Calculated values
Multiplicity: 2
Energy above the lowest of the compared OMol25 structures with the same formula, charge and spin, kcal per mole: 0.0
⟨S²⟩: 0.769
E_HOMO (spin up / spin down), eV: -6.08 / -6.63

Last column: Mulliken charge in e.
Element x y z (Å)
Ru (-0.30, -0.08, -0.21)  -1.38
C (-1.67, 1.58, 1.87)  -0.62
C (-2.30, 2.36, 0.72)  -1.77
C (-1.29, 2.80, -0.32)  0.42
C (-1.37, 4.06, -0.89)  -0.96
C (-0.35, 4.52, -1.69)  -0.67
C (0.76, 3.71, -1.88)  -1.17
C (0.75, 2.44, -1.33)  -0.94
N (-0.27, 1.96, -0.60)  2.98
N (-1.51, 0.12, 1.69)  2.32
C (-0.91, -0.35, 2.99)  0.31
C (-0.96, -1.79, 3.50)  -0.22
C (0.12, -2.19, 4.29)  -0.37
C (0.12, -3.45, 4.84)  -0.64
C (-0.96, -4.29, 4.60)  -0.61
C (-2.01, -3.78, 3.86)  -0.47
N (-2.02, -2.56, 3.34)  -0.26
C (-2.84, -0.48, 1.51)  -1.13
C (-3.28, -0.53, 0.09)  0.26
C (-4.61, -0.86, -0.17)  -1.17
C (-5.09, -0.80, -1.46)  -0.83
C (-4.22, -0.38, -2.45)  -1.21
C (-2.91, -0.11, -2.11)  -0.89
N (-2.41, -0.21, -0.87)  1.80
H (-2.28, 1.75, 2.77)  0.69
H (-0.69, 2.00, 2.06)  -0.59
H (-2.70, 3.28, 1.16)  0.62
H (-3.15, 1.86, 0.27)  0.49
H (-2.23, 4.68, -0.66)  0.51
H (-0.40, 5.51, -2.13)  0.43
H (1.61, 4.03, -2.46)  0.53
H (1.57, 1.76, -1.47)  0.30
H (-1.36, 0.25, 3.79)  0.37
H (0.14, -0.07, 2.94)  -0.99
H (0.95, -1.52, 4.46)  0.48
H (0.96, -3.79, 5.44)  0.43
H (-1.00, -5.30, 4.99)  0.40
H (-2.90, -4.38, 3.68)  0.41
H (-3.58, 0.09, 2.08)  0.25
H (-2.83, -1.50, 1.91)  0.68
H (-5.24, -1.15, 0.66)  0.54
H (-6.11, -1.06, -1.68)  0.41
H (-4.53, -0.28, -3.48)  0.50
H (-2.22, 0.21, -2.87)  0.42
C (4.00, 1.88, 1.06)  -1.27
Si (2.52, 0.96, 1.76)  0.33
C (1.57, 2.39, 2.52)  -1.55
C (3.05, -0.15, 3.19)  -1.70
N (1.69, 0.08, 0.48)  1.19
C (2.53, -0.63, -0.33)  0.02
C (3.80, -1.13, 0.06)  -0.91
C (4.67, -1.68, -0.85)  -0.80
C (4.31, -1.73, -2.21)  -1.10
C (3.07, -1.32, -2.61)  -1.01
C (2.10, -0.83, -1.69)  1.30
N (0.84, -0.47, -1.98)  1.18
Si (0.10, -0.66, -3.56)  -0.30
C (1.11, -1.10, -5.09)  -1.49
C (-0.54, 1.06, -4.05)  -1.06
C (-1.12, -2.07, -3.52)  -0.87
H (4.64, 2.21, 1.88)  0.40
H (3.65, 2.78, 0.54)  0.31
H (4.62, 1.31, 0.36)  0.43
H (2.34, 2.97, 3.03)  0.62
H (0.81, 2.15, 3.27)  0.42
H (1.14, 3.04, 1.76)  0.30
H (2.98, 0.37, 4.15)  0.47
H (4.08, -0.50, 3.09)  0.59
H (2.42, -1.04, 3.22)  0.38
H (4.08, -1.10, 1.10)  0.43
H (5.62, -2.06, -0.52)  0.42
H (5.01, -2.12, -2.94)  0.42
H (2.82, -1.38, -3.65)  0.25
H (1.85, -0.35, -5.39)  0.33
H (0.37, -1.17, -5.90)  0.40
H (1.60, -2.07, -5.03)  0.39
H (0.33, 1.62, -4.41)  0.36
H (-0.98, 1.64, -3.25)  0.29
H (-1.25, 1.00, -4.88)  0.40
H (-0.54, -2.98, -3.69)  0.38
H (-1.85, -1.99, -4.34)  0.34
H (-1.65, -2.22, -2.58)  0.25
I (-0.28, -2.77, 0.19)  -0.21